Entry 1:
Formula: C5H2F4O
Source: the Open Molecules 2025 dataset
Level of theory: wB97M-V/def2-TZVPD

Calculated values
- HOMO-LUMO gap (eV) = 10.705
- SMILES string = O=C(F)C(F)(F)C1=C(F)C1
- LUMO level (eV) = 0.33
- relative energy (zero: lowest compared OMol25 entry of this formula, charge and spin) (eV) = 0.0000

Atoms and positions in Å:
O (-2.31, 0.43, 1.35)
C (-1.87, -0.41, 0.67)
F (-2.13, -1.71, 0.88)
C (-0.94, -0.22, -0.56)
F (-0.84, -1.38, -1.25)
F (-1.55, 0.67, -1.39)
C (0.40, 0.26, -0.16)
C (1.27, 1.20, 0.06)
F (1.51, 2.46, 0.25)
C (1.86, -0.17, 0.03)
H (2.15, -0.65, 0.95)
H (2.44, -0.48, -0.83)

=====

Entry 2:
Formula: C5H2MgO6
Source: the Open Molecules 2025 dataset
Level of theory: wB97M-V/def2-TZVPD

Calculated values
- HOMO-LUMO gap (eV) = 13.284
- total charge = +2
- LUMO level (eV) = -8.64
- relative energy (zero: lowest compared OMol25 entry of this formula, charge and spin) (eV) = 0.0000

Atoms and positions in Å:
O (0.00, 3.76, -0.20)
C (0.00, 2.63, -0.30)
Mg (0.00, -0.18, 0.03)
O (0.00, 0.01, -3.52)
C (0.00, -0.01, -2.37)
C (0.00, -2.53, -0.27)
O (0.00, -3.67, -0.22)
C (-2.35, -0.01, -0.25)
O (-3.49, 0.02, -0.24)
C (2.35, -0.01, -0.25)
O (3.49, 0.01, -0.24)
O (0.00, -0.03, 2.21)
H (0.00, 0.76, 2.78)
H (0.00, -0.75, 2.86)

=====

Entry 3:
Formula: C5H2N2O8
Source: the Open Molecules 2025 dataset
Level of theory: wB97M-V/def2-TZVPD

Calculated values
- HOMO-LUMO gap (eV) = 7.914
- SMILES string = N#C[C@@](O)(C(=O)[O-])[C@](O)(C(=O)[O-])[N+](=O)[O-]
- total charge = -2
- LUMO level (eV) = 6.35
- relative energy (zero: lowest compared OMol25 entry of this formula, charge and spin) (eV) = 0.4632

Atoms and positions in Å:
N (-1.53, -2.74, 0.08)
C (-1.06, -1.71, -0.09)
C (-0.68, -0.39, -0.38)
O (-0.53, -0.34, -1.76)
C (-2.02, 0.45, 0.17)
O (-2.96, 0.47, -0.58)
O (-1.98, 0.97, 1.29)
C (0.61, -0.11, 0.39)
O (0.52, -0.10, 1.78)
C (1.07, 1.51, -0.05)
O (1.02, 2.24, 0.92)
O (1.15, 1.64, -1.25)
N (1.74, -0.82, -0.11)
O (1.91, -1.02, -1.32)
O (2.66, -1.05, 0.64)
H (0.23, 0.47, -1.84)
H (-0.16, 0.51, 2.10)